A cluster of 5 separate species, C32H40F35N4O9S2 in total at a distorted geometry, computed with ωB97M-V/def2-TZVPD.

```
122
Properties=species:S:1:pos:R:3:forces:R:3
C 2.5471 -2.1360 3.6812 -1.024 0.599 0.205
C 2.4536 -0.7304 2.7796 -0.818 -0.423 1.356
C 0.8393 -0.2992 2.8558 0.688 -1.000 -1.283
C 0.4503 0.9416 1.8575 1.079 -0.791 -0.785
N 0.5259 2.2858 2.5475 -2.219 -0.320 0.522
C -0.8023 2.7350 3.1153 0.953 0.747 -0.188
N -0.5288 4.0419 3.8887 0.896 -2.253 1.793
C -0.2192 3.4682 5.2816 -2.734 0.497 -1.327
N 0.9411 3.6533 5.9920 -0.642 -0.560 -0.894
N -1.4702 2.6610 5.5502 4.737 -0.453 0.284
S -1.5018 1.7628 7.0479 -3.838 2.762 8.874
O -2.9109 1.3065 7.5034 5.236 0.964 -3.450
O -0.9498 2.6818 8.2067 -0.833 -3.181 -5.643
C -0.3724 0.2413 7.0425 1.940 -4.181 1.629
F -0.2487 -0.1881 8.4852 -0.448 1.791 -5.496
F -1.0246 -0.9075 6.3437 2.695 4.269 2.063
F 0.9946 0.5450 6.5593 -4.768 -1.159 1.244
C -1.5671 1.8330 4.2516 -4.003 -0.281 -2.908
C -3.1570 1.8945 3.7487 -0.285 -0.163 -0.032
C -4.1333 0.8432 4.5458 0.912 -0.042 0.214
C -5.0318 -0.1343 3.5761 -0.145 -0.123 0.984
C -5.5242 -1.4039 4.5288 -0.691 1.959 1.269
S -4.1122 -2.6599 4.7992 3.427 -4.933 -3.455
O -4.5171 -4.0762 4.3026 0.524 5.245 2.234
O -2.8009 -2.2507 4.0500 -4.364 -0.097 3.060
O -3.7801 -2.7668 6.5012 0.300 0.258 -2.602
H 2.3606 -3.0834 3.0118 0.671 1.885 1.377
H 1.6262 -2.0896 4.4373 1.998 -0.205 -1.503
H 3.5105 -2.1888 4.3438 -1.742 -0.089 -1.609
H 3.0657 0.0785 3.3785 -0.965 -1.448 -1.550
H 2.8290 -0.8838 1.6753 -0.748 0.478 2.320
H 0.6350 -0.0906 3.9962 0.077 -0.409 -2.332
H 0.2605 -1.2576 2.4475 1.007 2.038 1.277
H 1.2783 0.9599 0.9983 -1.862 -0.045 1.817
H -0.5832 0.7917 1.2825 2.107 0.499 1.548
H 1.3081 2.3450 3.2351 -0.943 -0.199 -0.726
H -1.5534 3.1048 2.2647 1.731 -1.509 1.642
H -1.4851 4.4788 3.8928 1.127 -0.210 0.738
H 1.0617 4.2279 6.8547 -0.708 -1.228 -0.571
H 1.7969 3.1192 5.6552 -1.358 1.443 0.127
H -1.3779 0.6798 4.3210 0.392 2.299 0.298
H -3.1400 1.6312 2.5952 -0.064 0.571 2.361
H -3.5783 2.9978 3.9071 1.051 -2.261 -0.541
H -4.7822 1.4757 5.2914 0.996 -1.502 -1.503
H -3.4286 0.1664 5.2106 -1.536 1.220 -1.346
H -4.4467 -0.5588 2.6435 -1.168 1.111 1.929
H -6.0063 0.4716 3.2739 2.040 -1.549 0.402
H -6.5183 -1.9053 4.1679 2.366 0.404 0.597
H -5.7310 -0.9486 5.6084 0.416 -1.120 -2.203
H -2.8828 -3.2289 6.5880 -1.560 0.739 -0.516
C -5.1618 -2.7253 -1.0592 -1.095 0.020 -0.237
C -4.1503 -3.8822 -1.0466 -0.193 0.063 -1.069
C -3.1293 -3.8339 0.0841 0.633 -0.652 0.785
F -2.3760 -2.7133 0.0629 0.027 -0.400 0.134
F -2.2587 -4.8760 -0.0105 -0.308 -0.014 -0.237
F -3.5446 -3.9563 -2.2618 0.028 -0.002 0.461
F -4.8666 -5.0426 -0.9209 0.237 0.350 0.452
O -4.8582 -1.6262 -1.9240 1.705 0.619 0.965
C -3.9524 -0.6616 -1.3919 -2.105 -0.687 0.180
C -2.6094 -0.6242 -2.1336 0.836 -0.294 -0.603
F -2.0088 -1.8415 -2.1539 -0.411 0.580 -0.179
F -1.7390 0.2264 -1.5278 -0.451 0.061 0.231
F -3.8167 -0.8723 -0.0596 0.211 0.786 -0.289
F -4.5750 0.5415 -1.5149 0.647 -0.369 -0.199
H -6.0945 -3.1358 -1.4657 0.358 0.001 -0.103
H -5.4267 -2.3901 -0.0494 0.332 -0.123 -0.162
H -3.6186 -3.9028 1.0618 -0.134 0.008 -0.104
H -2.7430 -0.2995 -3.1689 -0.238 0.037 0.119
C 0.6214 6.7278 -0.8771 0.211 1.083 0.095
C -0.5879 5.7846 -0.7785 -0.172 0.605 -1.154
C -0.2848 4.4050 -0.2056 0.000 -0.791 0.312
F 0.6288 3.7250 -0.9311 -0.542 0.014 0.482
F -1.4064 3.6339 -0.1922 -0.269 0.180 0.091
F -1.1841 5.6975 -1.9976 0.194 -0.220 0.523
F -1.5058 6.3898 0.0378 0.308 -0.368 0.338
O 1.2764 6.7895 -2.1480 0.468 -1.862 0.074
C 2.2239 5.7533 -2.3984 0.118 1.755 1.274
C 1.7931 4.8036 -3.5244 -0.561 -0.434 -0.720
F 0.5767 4.2514 -3.2826 0.476 0.414 -0.210
F 2.6674 3.7708 -3.6551 -0.009 0.391 0.349
F 2.4913 5.1101 -1.2355 0.454 -0.001 -0.737
F 3.3786 6.3812 -2.7482 -0.666 -0.566 -0.267
H 0.2334 7.7430 -0.7266 -0.100 -0.287 -0.220
H 1.3338 6.5819 -0.0565 -0.195 -0.251 -0.213
H 0.0769 4.4762 0.8260 0.061 0.159 -0.049
H 1.7376 5.3302 -4.4807 0.122 0.157 0.165
C 5.9627 4.3312 -7.6093 -0.732 0.391 -0.739
C 7.2671 4.9061 -7.0352 -0.732 0.595 0.492
C 8.4047 3.9023 -6.8883 1.208 -0.234 0.126
F 8.0918 2.8703 -6.0755 0.358 0.319 -0.228
F 9.5005 4.4955 -6.3406 -0.333 0.218 -0.182
F 6.9975 5.5292 -5.8569 0.239 -0.274 -0.253
F 7.6818 5.8942 -7.8877 0.146 -0.560 -0.050
O 4.9637 3.9508 -6.6578 1.000 -1.354 0.874
C 5.1310 2.6577 -6.0795 -0.345 0.611 -1.994
C 5.4502 2.7066 -4.5791 0.257 0.192 0.966
F 6.5491 3.4604 -4.3201 -0.613 -0.122 -0.081
F 5.7104 1.4639 -4.0933 -0.208 0.048 -0.471
F 6.0542 1.9706 -6.7959 -0.718 -0.242 0.612
F 3.9523 2.0075 -6.2741 0.416 0.282 0.586
H 5.4934 5.1422 -8.1800 0.147 -0.034 0.336
H 6.1430 3.5432 -8.3501 0.163 0.087 0.353
H 8.7027 3.4974 -7.8616 -0.182 0.115 -0.031
H 4.6143 3.1283 -4.0148 0.088 -0.095 -0.329
C 0.0717 -6.6934 -2.5637 0.454 0.757 0.641
C -0.5477 -6.6837 -3.9701 1.080 0.039 -0.220
C -1.8125 -7.5204 -4.1236 -1.013 -0.296 -0.595
F -1.6156 -8.8257 -3.8389 -0.278 0.413 -0.253
F -2.2634 -7.4777 -5.4072 0.268 0.296 0.151
F 0.4006 -7.0439 -4.8758 -0.440 -0.008 0.190
F -0.8618 -5.3836 -4.2634 -0.375 -0.310 0.255
O 1.1429 -7.6175 -2.3481 -1.026 -1.561 -0.302
C 0.7461 -8.9535 -2.0452 -0.259 1.834 1.032
C 1.1202 -9.9562 -3.1453 0.145 -0.609 -0.848
F 0.6094 -9.5981 -4.3510 0.465 -0.028 0.524
F 0.6279 -11.1927 -2.8686 0.045 0.464 0.360
F -0.5760 -8.9636 -1.7460 0.730 -0.593 0.183
F 1.3891 -9.2806 -0.8921 -0.014 -0.195 -0.744
H 0.5357 -5.7089 -2.4246 0.004 -0.254 -0.266
H -0.6858 -6.7537 -1.7733 0.028 -0.168 -0.349
H -2.6157 -7.1440 -3.4808 0.178 0.117 0.066
H 2.2054 -10.0340 -3.2511 -0.031 0.154 0.210
```
Forces are in eV/Å.

The net charge is +1. As for the maximum force: 10.055 eV/Å. The value obtained for the HOMO energy is -12.709 eV.

Mulliken population analysis, charges in e, atoms 1 to 8:
1. C -0.81
2. C -0.32
3. C 0.10
4. C -0.45
5. N 0.09
6. C -1.52
7. N -0.39
8. C 0.05

***

A structure of composition C32H40IrN3O4P2 at a distorted geometry, computed with ωB97M-V/def2-TZVPD.

```
82
Properties=species:S:1:pos:R:3:forces:R:3
C 2.5657 2.2616 -3.6751 0.849 -0.358 2.002
C 2.1486 2.0227 -2.3806 2.345 0.735 -1.289
N 0.8409 1.8113 -2.1468 -1.023 -0.356 4.161
C -0.0800 1.9602 -3.1202 -1.940 0.553 -2.937
C 0.3088 2.1221 -4.4424 -1.281 -0.471 1.287
C 1.6575 2.2469 -4.7234 -0.012 0.078 -2.203
C 3.1014 2.0537 -1.2108 0.858 1.841 0.551
P 2.3862 1.5770 0.4654 2.092 0.727 -2.890
Ir 0.2036 1.3801 -0.0910 -1.160 -2.942 1.336
P -1.7553 2.0582 -0.9680 -1.704 1.344 -1.933
C -1.5530 1.8173 -2.7644 0.671 -0.293 -0.336
C -0.0772 1.2195 1.9751 -0.445 1.674 -1.075
C 0.3502 0.0994 2.6686 0.159 -0.073 0.510
C -0.0691 -0.1080 3.9734 -0.100 -0.083 0.040
C -0.8633 0.8124 4.6466 -0.432 0.873 -0.449
C -1.2172 2.0051 3.9846 -0.174 0.605 -0.763
C -0.7968 2.2391 2.6497 -0.336 -0.029 1.057
O 3.1158 5.0508 -0.6848 1.035 0.915 -1.631
O 0.2650 4.6039 -0.8278 4.285 0.743 0.412
H 3.6218 2.4342 -3.8528 -0.063 -0.042 0.003
H -0.4704 2.0768 -5.2162 0.482 0.243 0.315
H 1.9746 2.3205 -5.7640 0.068 0.072 0.395
C 3.3845 0.1015 0.4611 -0.185 -1.000 0.980
C 3.0037 2.7083 1.7262 -0.023 0.042 0.161
H -2.1776 2.5337 -3.3305 0.255 -0.287 0.368
H -1.8843 0.7972 -3.0424 -0.035 0.289 0.344
H 3.4326 3.1131 -0.9699 -0.275 -1.059 -0.732
H 4.0531 1.5044 -1.4440 -1.014 0.286 0.385
C -3.2397 1.1652 -0.5334 -0.514 -0.620 0.611
C -2.0385 3.8141 -0.7703 -0.236 -0.272 -0.260
H 0.9963 -0.6123 2.1820 -0.012 -0.348 0.006
H 0.2094 -1.0156 4.4668 0.188 -0.402 0.200
H -1.2316 0.6459 5.6651 0.341 -0.045 -0.440
H -1.8432 2.7818 4.4794 0.604 -0.768 -0.326
H -1.0507 3.2068 2.1505 0.217 -1.046 0.555
H 0.5624 3.6683 -0.4660 -0.422 2.244 -0.653
H 0.2966 5.2996 -0.1423 0.218 -0.557 -0.131
H 2.2042 4.8573 -0.7902 -1.966 -0.474 0.607
H 3.1901 5.2788 -1.6447 1.026 0.099 0.890
H -0.0686 2.9031 0.2908 0.603 -0.821 0.519
H 4.4230 0.4797 0.4989 -0.402 -0.450 0.248
H 3.0911 -0.5163 1.3172 0.657 -0.318 -0.176
H 3.2156 -0.4057 -0.5043 -0.061 0.090 0.570
H 4.0742 2.5142 1.8709 -0.248 0.098 -0.019
H 2.8702 3.7503 1.4148 0.013 -0.228 -0.008
H 2.4660 2.5390 2.6635 0.114 -0.001 -0.066
H -2.7838 4.1359 -1.4849 -0.472 0.006 -0.022
H -2.3423 4.0043 0.2540 -0.254 0.141 0.194
H -1.0025 4.3570 -0.9642 -2.954 -1.113 -0.077
H -4.1159 1.8218 -0.6881 0.436 -0.290 0.057
H -3.3335 0.2515 -1.1519 0.079 0.449 0.376
H -3.1537 0.8662 0.5262 -0.333 0.079 -0.440
O 1.5737 -1.0725 -2.0030 -1.521 -0.295 0.949
C 0.6028 -1.4260 -1.3411 0.700 -0.950 -0.458
N -0.0089 -2.6600 -1.3244 1.601 0.473 -1.714
C -0.7572 -2.8884 -0.1359 -1.519 -0.025 -0.805
C -1.0426 -1.4313 0.2702 -1.333 -0.266 0.748
O -1.9133 -1.0527 1.0540 1.720 -0.242 -1.165
N -0.0962 -0.6636 -0.3795 0.511 2.039 -0.053
C -1.9757 -3.7462 -0.4661 -1.738 2.118 0.776
C -3.2692 -3.2423 -0.4029 4.302 1.987 0.815
C -4.3728 -4.0612 -0.6953 -3.150 -1.073 -0.555
C -4.1487 -5.3829 -1.0835 1.288 -1.778 -0.411
C -2.8522 -5.8904 -1.1597 -5.099 -1.917 -0.954
C -1.7701 -5.0702 -0.8510 3.633 1.555 0.684
C 0.0641 -3.4634 0.9538 0.581 -0.511 0.906
C -0.5566 -3.6525 2.1802 0.114 -0.254 0.684
C 0.1525 -4.1501 3.2700 0.371 0.014 -0.106
C 1.5208 -4.4415 3.1155 0.065 -0.102 0.165
C 2.1516 -4.2515 1.8760 -0.172 -0.066 0.503
C 1.4087 -3.7626 0.7950 0.524 -0.249 0.474
H 0.4123 -3.3953 -1.8913 -0.290 0.225 0.411
H -3.4291 -2.2081 -0.0955 0.057 -0.414 -0.080
H -5.3820 -3.6387 -0.6250 0.458 -0.377 -0.057
H -5.0009 -6.0176 -1.3128 0.229 0.028 0.004
H -2.6791 -6.9163 -1.4658 -0.142 0.120 0.051
H -0.7629 -5.4589 -0.9116 0.066 -0.039 0.060
H -1.6052 -3.4011 2.2756 -0.045 -0.034 0.038
H -0.3539 -4.3051 4.2347 0.334 0.063 -0.542
H 2.0907 -4.8345 3.9757 -0.332 0.261 -0.603
H 3.2222 -4.4866 1.7622 -0.681 0.125 0.022
H 1.9120 -3.6423 -0.1540 -0.050 0.104 -0.069
```
Forces are in eV/Å.

The calculation puts the energy above the lowest of the compared OMol25 structures with the same formula, charge and spin at 0.000 eV. The multiplicity is 6. The net charge is +1. As for the maximum force: 5.531 eV/Å. The value obtained for the HOMO energy (alpha / beta) is -6.811 / -10.955 eV.

Mulliken population analysis, charges in e, atoms 1 to 8:
1. C -0.62
2. C 0.06
3. N 0.74
4. C 0.48
5. C -0.66
6. C -1.07
7. C -1.50
8. P 0.62